(1)
141
Properties=species:S:1:pos:R:3:mulliken_charge:R:1 method="wB97M-V/def2-TZVPD" charge=0 homo_lumo_gap_ev=8.297 lumo_ev=0.33 e_homo_ev=-7.9631 molar_mass_da=1931.32
C 2.53 -5.21 -1.56 -1.2185
C 1.15 -5.02 -2.17 0.5956
Cl -0.07 -6.13 -1.46 -0.2013
C 0.70 -3.55 -1.99 -0.2053
Si 0.24 -2.88 -3.66 0.3122
I 2.24 -2.72 -5.06 -0.2002
O -0.58 -1.46 -3.59 -0.0680
Si -0.26 -0.26 -2.50 -0.2084
C 1.53 0.24 -2.41 0.2770
C 1.94 1.38 -3.36 -0.8701
C 3.41 1.35 -3.75 0.6969
F 3.54 1.85 -5.02 -0.3758
F 3.93 0.10 -3.79 -0.1701
C 4.35 2.25 -2.91 0.2722
F 3.87 3.51 -2.95 -0.3022
F 5.57 2.26 -3.49 -0.3059
C 4.44 1.83 -1.42 0.6207
F 3.29 2.25 -0.83 -0.3900
F 4.48 0.49 -1.30 -0.1684
C 5.58 2.46 -0.58 0.5052
F 6.77 2.32 -1.19 -0.2937
F 5.33 3.78 -0.45 -0.2822
C 5.78 1.84 0.85 0.6119
F 6.80 2.55 1.39 -0.3258
F 6.18 0.57 0.73 -0.2000
C 4.59 1.94 1.85 0.3088
F 3.96 3.11 1.75 -0.2817
F 3.73 0.94 1.55 -0.1796
C 5.02 1.72 3.33 0.6604
F 5.58 2.85 3.81 -0.2877
F 5.93 0.73 3.41 -0.2611
C 3.84 1.34 4.27 0.4805
F 4.24 1.53 5.53 -0.2678
F 3.51 0.06 4.13 -0.2021
F 2.77 2.11 4.04 -0.2080
C -1.34 1.17 -3.07 -1.0746
C -1.27 2.46 -2.22 0.0746
C -1.28 3.69 -3.13 -1.0432
I -3.07 2.62 -1.03 0.1840
P -0.88 -0.78 -0.37 0.3812
N 0.46 -0.92 0.49 -0.4903
H 3.25 -4.79 -2.26 0.2285
H 2.57 -4.68 -0.60 0.2235
H 2.78 -6.26 -1.41 0.4931
H 1.21 -5.27 -3.23 -0.1136
H 1.46 -2.98 -1.45 -0.0260
H -0.22 -3.56 -1.40 0.1476
H -0.63 -3.85 -4.34 -0.2711
H 2.19 -0.62 -2.49 0.2624
H 1.63 0.59 -1.37 -0.1087
H 1.73 2.33 -2.87 0.2556
H 1.38 1.38 -4.30 0.6728
H -1.14 1.41 -4.12 0.3562
H -2.35 0.77 -3.05 0.7668
H -0.40 2.48 -1.56 0.2408
H -1.96 3.49 -3.97 0.4490
H -0.30 3.96 -3.53 -0.1247
H -1.71 4.55 -2.60 0.4928
H -1.75 0.21 0.12 -0.0334
H -1.60 -1.99 -0.42 -0.0064
H 0.46 -0.30 1.29 0.1166
Cl -0.97 4.48 3.23 -0.1759
C 0.46 4.59 4.29 0.1907
C 0.14 4.27 5.72 -0.4365
Cl -0.89 5.51 6.48 -0.1970
H 0.87 5.60 4.19 0.3577
H 1.19 3.88 3.91 -0.3106
H 1.07 4.23 6.30 0.2827
H -0.37 3.32 5.81 0.3409
Cl -6.29 4.26 -3.05 -0.1855
C -7.73 3.50 -2.32 -0.3323
C -7.73 3.62 -0.82 -0.3108
Cl -6.46 2.65 -0.03 -0.1878
H -7.75 2.46 -2.63 0.1349
H -8.60 4.01 -2.72 0.3583
H -8.68 3.26 -0.41 0.0214
H -7.59 4.65 -0.51 0.4282
Cl -10.05 3.60 1.63 -0.1757
C -9.44 4.08 3.23 -0.4183
C -8.86 2.91 3.98 -0.4757
Cl -10.11 1.72 4.44 -0.1809
H -10.27 4.54 3.78 0.3695
H -8.67 4.83 3.07 0.2669
H -8.39 3.26 4.89 0.3664
H -8.12 2.39 3.38 0.2711
Cl -1.15 -3.63 2.24 -0.1260
C -2.51 -4.68 2.71 -0.1999
C -2.55 -5.96 1.91 -0.4532
Cl -2.98 -5.69 0.20 -0.1939
H -3.43 -4.12 2.60 0.3126
H -2.36 -4.93 3.77 -0.0164
H -3.30 -6.63 2.32 0.3536
H -1.58 -6.46 1.93 0.3210
Cl 11.43 1.37 5.09 -0.1915
C 9.78 0.78 4.76 -0.2655
C 8.91 0.80 5.99 -0.1609
Cl 9.43 -0.41 7.20 -0.1929
H 9.86 -0.22 4.35 0.3594
H 9.35 1.44 4.01 0.1093
H 7.89 0.55 5.72 -0.0255
H 8.92 1.77 6.48 0.3754
Cl 0.07 -4.66 7.33 -0.1657
C -1.28 -5.72 7.82 -0.4892
C -1.32 -6.99 7.01 -0.5033
Cl -1.77 -6.68 5.31 -0.1509
H -2.20 -5.15 7.72 0.3214
H -1.13 -5.96 8.87 0.3325
H -2.08 -7.66 7.42 0.2993
H -0.36 -7.50 7.02 0.3398
Cl -8.51 0.03 -1.40 -0.1570
C -9.92 -0.60 -0.51 -0.5030
C -9.83 -0.30 0.96 -0.0347
Cl -8.52 -1.21 1.75 -0.1820
H -9.98 -1.67 -0.70 0.3937
H -10.81 -0.12 -0.93 0.2727
H -10.76 -0.59 1.45 0.3132
H -9.66 0.75 1.14 -0.0880
Cl -0.40 -3.69 -7.73 -0.1414
C -0.71 -5.38 -8.20 -0.4762
C -1.29 -6.21 -7.09 -0.5202
Cl -0.11 -6.53 -5.80 -0.1499
H 0.22 -5.80 -8.56 0.3183
H -1.42 -5.34 -9.03 0.3177
H -1.58 -7.18 -7.49 0.3547
H -2.16 -5.74 -6.65 0.3075
Cl -1.03 6.54 -7.03 -0.1811
C 0.65 6.79 -6.49 -0.4553
C 1.47 5.54 -6.62 -0.6301
Cl 0.95 4.28 -5.47 -0.0319
H 0.61 7.14 -5.46 0.3169
H 1.07 7.58 -7.12 0.3488
H 2.52 5.77 -6.40 0.2956
H 1.41 5.12 -7.62 0.3282
Cl 4.21 -2.37 -1.04 -0.1031
C 4.91 -1.82 0.51 0.1520
C 5.36 -2.97 1.36 -0.5393
Cl 4.00 -3.95 1.96 -0.1926
H 4.15 -1.22 1.01 -0.2815
H 5.76 -1.18 0.27 0.2995
H 5.89 -2.59 2.24 0.3782
H 6.03 -3.63 0.81 0.3580

***

(2)
105
Properties=species:S:1:pos:R:3:mulliken_charge:R:1 method="wB97M-V/def2-TZVPD" charge=-1 e_above_lowest_kj_mol=0.0 homo_lumo_gap_ev=5.066 lumo_ev=2.12 e_homo_ev=-2.9493 molar_mass_da=953.16
Pb 0.27 -0.42 0.26 -0.1301
C -0.55 -4.30 -1.66 -2.1399
C -0.03 -2.87 -1.85 3.8295
C -1.22 -2.02 -2.30 -2.7163
C 0.58 -2.33 -0.57 -0.8719
C 1.09 -2.85 -2.91 -0.0492
C 2.08 -3.83 -2.91 -0.2280
C 3.17 -3.77 -3.78 -0.7345
C 3.29 -2.73 -4.68 -0.4551
C 2.30 -1.75 -4.70 -0.8315
C 1.22 -1.82 -3.83 -0.2085
H -1.36 -4.28 -0.92 0.4369
H 0.22 -4.97 -1.26 0.3831
H -0.93 -4.73 -2.59 0.3920
H -2.00 -2.09 -1.54 0.4814
H -1.63 -2.36 -3.26 0.7038
H -0.96 -0.96 -2.39 0.2787
H 1.29 -3.04 -0.14 -0.4636
H 2.03 -4.65 -2.20 0.1109
H 3.93 -4.55 -3.73 0.3578
H 4.14 -2.67 -5.35 0.3749
H 2.37 -0.92 -5.40 0.3770
H 0.48 -1.03 -3.87 0.3306
C 2.72 3.39 3.84 -1.2263
C 1.21 3.28 3.65 0.1251
C 0.53 4.66 3.74 -0.6299
C 0.45 5.34 2.38 -1.1893
N -0.61 4.81 1.54 0.6098
C -0.43 4.13 0.37 -0.1058
Se 1.15 3.67 -0.40 -0.1647
N -1.67 3.83 -0.10 0.8267
C -1.96 3.14 -1.35 0.3317
C -2.48 4.08 -2.43 -0.2949
C -1.37 4.93 -3.07 -0.3978
C -0.48 4.12 -4.01 -1.1935
C -2.64 4.32 0.76 0.5663
C -4.02 4.26 0.72 -0.3470
C -4.72 4.89 1.74 -0.8209
C -4.05 5.56 2.76 -0.7513
C -2.66 5.61 2.81 -0.7298
C -1.97 4.95 1.80 0.1282
H 3.19 2.41 3.75 0.2338
H 2.96 3.81 4.82 0.3885
H 3.16 4.04 3.08 0.2698
H 0.79 2.61 4.40 0.3834
H 1.01 2.83 2.68 -0.1747
H 1.10 5.31 4.40 0.3988
H -0.47 4.57 4.18 0.4901
H 1.38 5.16 1.83 0.3536
H 0.31 6.42 2.47 0.4269
H -2.68 2.35 -1.13 -1.1517
H -1.03 2.66 -1.65 0.0298
H -3.24 4.74 -2.00 0.4404
H -2.97 3.49 -3.21 0.2384
H -0.75 5.36 -2.27 0.1704
H -1.82 5.76 -3.61 0.3818
H 0.10 3.38 -3.46 0.2277
H 0.23 4.77 -4.52 0.3761
H -1.08 3.61 -4.76 0.3168
H -4.54 3.73 -0.08 0.3238
H -5.80 4.84 1.75 0.4076
H -4.61 6.07 3.53 0.3633
H -2.14 6.13 3.60 0.4371
C 0.96 -3.34 3.44 -1.1609
Si 2.62 -2.63 2.93 0.3966
C 3.40 -3.88 1.76 -0.8922
C 3.70 -2.62 4.48 -1.1414
As 2.31 -0.44 2.22 -0.0532
Si 4.17 -0.28 0.83 0.5042
C 5.76 -0.69 1.77 -1.1513
C 4.17 -1.30 -0.74 -0.6603
C 4.36 1.51 0.30 -0.6777
H 1.08 -4.26 4.03 0.3307
H 0.35 -3.56 2.56 0.2824
H 0.40 -2.62 4.04 0.2844
H 3.57 -4.83 2.27 0.4557
H 4.37 -3.52 1.39 0.1823
H 2.76 -4.05 0.90 0.0808
H 3.74 -3.61 4.94 0.3354
H 3.31 -1.91 5.20 0.2807
H 4.72 -2.32 4.23 0.2587
H 5.89 -1.77 1.92 0.2874
H 5.76 -0.22 2.76 0.2417
H 6.62 -0.32 1.21 0.3859
H 4.20 -2.37 -0.53 0.2013
H 5.05 -1.05 -1.35 0.4694
H 3.27 -1.12 -1.32 -0.0829
H 4.36 2.18 1.17 0.1482
H 3.53 1.82 -0.34 -0.0762
H 5.30 1.65 -0.25 0.3603
C -5.81 -1.13 -2.11 -1.9109
C -4.94 0.14 -2.10 2.6700
C -3.98 0.13 -3.30 -0.9062
C -5.82 1.39 -2.12 -1.5537
C -4.14 0.14 -0.85 -0.5306
N -3.49 0.17 0.09 -0.4538
H -6.42 -1.14 -3.01 0.4563
H -6.46 -1.16 -1.23 0.4112
H -5.19 -2.02 -2.10 0.3447
H -4.57 0.05 -4.22 0.4828
H -3.30 -0.71 -3.24 0.0036
H -3.39 1.05 -3.33 0.0651
H -6.45 1.37 -3.02 0.4700
H -5.21 2.29 -2.15 0.1593
H -6.47 1.44 -1.25 0.4059

***

(3)
119
Properties=species:S:1:pos:R:3:lowdin_spin:R:1 method="wB97M-V/def2-TZVPD" charge=-2 s_squared=0.751 homo_lumo_gap_ev="2.181 / 7.523" lumo_ev="3.50 / 3.50" e_homo_ev="1.3193 / -4.0277" multiplicity=2 molar_mass_da=888.20
C 1.81 0.02 -0.24 0.0001
O 0.58 0.81 -0.19 0.0008
O 1.51 -1.34 -0.26 0.0000
C 2.83 0.55 -1.33 0.0001
F 3.98 0.05 -1.37 0.0000
F 2.45 0.29 -2.62 0.0001
F 3.04 1.92 -1.16 0.0006
C -0.23 0.81 0.96 0.0015
C -1.44 1.67 0.58 0.0062
H -2.03 1.05 -0.10 0.0008
H -1.94 1.72 1.55 0.0018
H -1.17 2.60 0.07 0.0036
H 0.42 1.19 1.74 0.0007
H -0.50 -0.19 1.29 0.0002
H 2.28 0.26 0.72 0.0000
C -5.27 3.32 -0.81 0.0510
S -5.86 2.93 0.90 0.2277
O -4.85 1.90 1.44 0.0177
C -5.31 4.54 1.56 0.1327
H -4.20 3.11 -0.86 0.0077
H -5.55 4.33 -1.11 0.0236
H -5.73 2.66 -1.54 0.0065
H -5.55 4.70 2.62 0.0505
H -5.72 5.41 1.04 0.0594
H -4.22 4.55 1.56 0.0335
C -3.80 -2.52 -3.13 0.0009
S -5.03 -1.31 -2.58 0.0138
O -6.34 -2.07 -2.44 0.0008
C -4.20 -0.94 -0.94 0.0023
H -4.16 -2.92 -4.08 0.0001
H -3.62 -3.31 -2.40 0.0000
H -2.81 -2.13 -3.37 0.0001
H -3.13 -0.94 -1.14 0.0003
H -4.43 -1.80 -0.31 0.0003
H -4.44 -0.01 -0.42 0.0018
C 4.02 0.29 3.45 0.0002
S 3.59 -0.03 5.29 0.0020
O 4.81 0.46 6.01 0.0001
C 2.30 1.25 5.47 0.0017
H 3.10 0.04 2.92 0.0000
H 4.85 -0.30 3.07 0.0000
H 4.24 1.35 3.31 0.0003
H 2.76 2.16 5.08 0.0017
H 2.05 1.43 6.51 0.0006
H 1.44 1.05 4.83 0.0003
C 2.33 4.62 -0.10 0.0095
S 1.43 6.14 0.36 0.0653
O 1.53 7.18 -0.77 0.0033
C -0.25 5.52 0.28 0.0350
H 1.94 4.19 -1.02 0.0005
H 2.25 3.79 0.60 0.0011
H 3.39 4.84 -0.25 0.0011
H -0.34 4.87 1.15 0.0077
H -0.50 4.98 -0.64 0.0079
H -1.08 6.23 0.28 0.0358
C -1.93 3.67 3.93 0.0782
C -1.67 2.22 4.17 0.0163
N -1.43 1.10 4.34 0.0013
H -1.34 4.38 4.50 0.0216
H -2.97 3.74 4.26 0.0255
H -1.88 3.93 2.87 0.0150
C 2.12 0.17 -6.15 0.0000
C 3.08 0.83 -7.01 0.0000
N 3.92 1.31 -7.67 0.0000
H 1.13 0.63 -6.17 0.0000
H 2.45 0.31 -5.12 0.0000
H 1.97 -0.89 -6.30 0.0000
C 5.10 -0.20 -4.05 0.0000
C 6.33 0.03 -3.22 0.0000
N 7.26 0.34 -2.54 0.0000
H 4.47 -0.98 -3.63 0.0000
H 5.31 -0.32 -5.11 0.0000
H 4.53 0.72 -3.89 0.0000
C -4.07 -0.60 3.01 0.0053
C -3.67 -1.34 4.15 0.0023
N -3.33 -1.92 5.11 0.0001
H -3.39 -0.79 2.17 0.0002
H -4.05 0.46 3.25 0.0017
H -5.10 -0.88 2.80 0.0023
N 1.04 -2.10 2.70 0.0000
C -0.03 -2.05 3.48 0.0000
C 0.23 -2.60 4.79 0.0000
C 1.60 -2.89 4.79 0.0000
C 2.01 -2.64 3.50 0.0000
H 1.15 -1.86 1.73 0.0000
H -0.93 -1.60 3.09 0.0000
H -0.43 -2.61 5.65 0.0000
H 2.15 -3.29 5.63 0.0000
H 2.95 -2.98 3.09 0.0000
N -0.69 -3.22 -0.48 0.0000
C -0.89 -4.35 -1.25 0.0000
C -2.15 -4.83 -0.86 0.0001
C -2.63 -4.06 0.20 0.0000
C -1.78 -3.02 0.35 0.0000
H 0.11 -2.61 -0.47 0.0000
H -0.12 -4.74 -1.90 0.0000
H -2.63 -5.70 -1.27 0.0000
H -3.51 -4.30 0.78 0.0001
H -1.83 -2.24 1.10 0.0001
N -0.55 -0.09 -2.82 0.0001
C -0.32 -0.98 -3.83 0.0001
C -1.09 -0.57 -4.91 0.0001
C -1.60 0.72 -4.63 0.0017
C -1.35 0.95 -3.30 0.0029
H -0.30 -0.17 -1.84 0.0001
H 0.19 -1.92 -3.64 0.0000
H -1.13 -1.04 -5.89 0.0000
H -2.16 1.39 -5.27 0.0009
H -1.58 1.73 -2.60 0.0024
N 3.41 -3.51 -0.81 0.0000
C 3.33 -4.79 -0.38 0.0000
C 4.52 -5.50 -0.60 0.0000
C 5.37 -4.52 -1.24 0.0000
C 4.61 -3.39 -1.41 0.0000
H 2.77 -2.73 -0.83 0.0000
H 2.40 -5.01 0.13 0.0000
H 4.69 -6.56 -0.51 0.0000
H 6.37 -4.76 -1.55 0.0000
H 4.74 -2.40 -1.85 0.0000

***

(4)
115
Properties=species:S:1:pos:R:3:mulliken_charge:R:1 method="wB97M-V/def2-TZVPD" charge=0 e_above_lowest_kj_mol=67.5 homo_lumo_gap_ev=3.803 lumo_ev=-1.66 e_homo_ev=-5.4642 molar_mass_da=898.33
Ba 0.49 0.74 0.54 -0.1323
C -3.42 7.11 -1.06 -1.8369
C -2.48 5.95 -0.96 0.4903
C -1.88 5.37 -2.03 0.2326
C -0.91 4.33 -1.86 0.2221
C -0.17 3.79 -2.89 -1.1613
N -0.51 3.71 -4.19 -0.0513
C -1.76 3.09 -4.71 -0.7965
C -3.00 3.18 -3.83 0.3053
C -3.85 1.91 -3.88 -1.4355
N -3.50 1.03 -2.77 0.4437
C -4.28 0.02 -2.40 -0.6580
C -4.21 -0.68 -1.21 0.4908
C -5.18 -1.71 -0.98 -0.7004
C -5.29 -2.33 0.21 0.1893
C -6.27 -3.42 0.49 -1.6953
C -4.44 -1.87 1.25 -0.5909
C -3.46 -0.92 1.12 0.9205
C -2.75 -0.58 2.36 -1.5275
N -1.60 -0.06 2.48 1.1827
C -1.15 0.09 3.86 -1.5527
C -0.09 1.16 4.06 0.9158
C -0.50 2.59 3.75 -1.4858
N -0.55 2.87 2.31 0.5146
C -1.15 3.93 1.97 -1.1656
C -1.30 4.42 0.59 0.9928
C -2.18 5.43 0.34 -0.6551
C -0.58 3.83 -0.54 -0.2990
O 0.23 2.91 -0.39 -0.4314
C -3.24 -0.30 -0.18 0.3230
O -2.34 0.52 -0.44 0.2599
H -3.61 7.37 -2.10 0.3654
H -3.01 7.99 -0.56 0.3758
H -4.38 6.88 -0.59 0.3886
H -2.06 5.74 -3.03 0.5347
H 0.81 3.39 -2.63 0.7213
H 0.26 3.44 -4.78 0.3553
H -1.50 2.03 -4.85 0.4372
H -1.95 3.51 -5.70 0.2626
H -3.60 4.05 -4.12 0.4635
H -2.74 3.34 -2.79 -0.1028
H -3.70 1.38 -4.83 0.4304
H -4.91 2.16 -3.81 0.5771
H -2.79 1.27 -2.07 -0.4011
H -5.08 -0.23 -3.09 0.5129
H -5.84 -1.97 -1.80 0.3565
H -6.88 -3.64 -0.38 0.3749
H -6.95 -3.15 1.31 0.3610
H -5.77 -4.35 0.78 0.3441
H -4.58 -2.31 2.24 0.4573
H -3.32 -0.86 3.25 0.2714
H -0.70 -0.87 4.16 0.4464
H -2.00 0.27 4.52 0.4032
H 0.82 0.92 3.50 -0.9093
H 0.23 1.11 5.11 0.5999
H 0.24 3.26 4.18 0.4426
H -1.47 2.83 4.21 0.4906
H -1.65 4.57 2.71 0.2493
H -2.70 5.88 1.19 0.4680
C -0.40 -2.51 -0.92 -0.5068
O 0.77 -2.10 -0.25 0.5652
Si 1.57 -3.24 0.82 0.6015
C 0.28 -3.47 2.21 -1.2131
C 1.44 -4.83 -0.22 -1.5681
C 3.16 -2.62 1.29 1.4415
Si 3.62 -2.35 3.04 -0.1826
C 3.82 -3.94 4.06 -1.1739
C 2.38 -1.28 3.99 0.1263
C 5.25 -1.43 3.27 -1.0221
Si 4.53 -2.68 0.08 0.2052
C 5.43 -1.03 -0.21 -0.8360
C 4.01 -3.21 -1.68 -0.9646
C 5.90 -3.92 0.50 -1.2421
H -0.19 -3.30 -1.65 0.3126
H -0.84 -1.66 -1.44 -0.3960
H -1.15 -2.91 -0.23 0.1811
H -0.49 -4.18 1.89 0.4340
H -0.22 -2.53 2.47 -0.0761
H 0.73 -3.85 3.13 0.3508
H 0.47 -5.32 -0.07 0.3972
H 2.21 -5.53 0.09 0.2881
H 1.57 -4.66 -1.29 0.3244
H 2.88 -4.51 4.12 0.3217
H 4.16 -3.74 5.08 0.3535
H 4.55 -4.60 3.58 0.2646
H 1.35 -1.49 3.70 -0.6863
H 2.62 -0.24 3.75 0.0673
H 2.46 -1.41 5.07 0.3958
H 6.13 -1.96 2.89 0.2787
H 5.41 -1.27 4.34 0.3825
H 5.21 -0.45 2.79 0.1322
H 4.74 -0.20 -0.36 -0.0575
H 6.09 -1.10 -1.08 0.3681
H 6.05 -0.75 0.64 0.3920
H 3.24 -2.59 -2.13 0.0009
H 3.66 -4.25 -1.72 0.2867
H 4.90 -3.14 -2.32 0.4027
H 6.27 -3.79 1.52 0.3126
H 6.75 -3.83 -0.17 0.3149
H 5.51 -4.94 0.43 0.2935
N 2.06 0.00 -1.63 0.6669
C 2.03 0.20 -3.06 -0.9244
C 0.73 -0.30 -3.65 -0.7105
N -0.39 0.28 -2.93 0.6243
H 2.97 0.27 -1.25 -0.1676
H 1.91 -0.97 -1.35 -0.4974
H 2.86 -0.30 -3.59 0.4085
H 2.13 1.27 -3.27 0.4178
H 0.68 -1.39 -3.55 0.3664
H 0.71 -0.08 -4.73 0.4100
H -1.28 0.09 -3.37 0.1882
H -0.29 1.28 -2.81 -0.7249
F 3.43 1.96 2.82 -0.1859
B 2.98 1.81 1.54 -0.0714
F 3.76 2.59 0.74 -0.2547